(1)
ORCA calculation (ωB97M-V with the def2-TZVPD basis set) on the molecule C7H8 in a non-equilibrium geometry.

The geometry in ORCA input format:
```
! wB97M-V def2-TZVPD RIJCOSX def2/J DEFGRID3
* xyz 0 1
C 0.971 0.407 1.177
C -0.116 -0.376 0.469
C -1.046 0.346 -0.509
C -0.357 1.266 -1.408
C 0.216 2.052 -2.116
C 0.426 -1.639 -0.138
C 0.105 -2.755 0.200
H 1.722 0.753 0.463
H 0.567 1.254 1.740
H 1.453 -0.276 1.885
H -0.773 -0.795 1.237
H -1.577 -0.427 -1.082
H -1.816 0.877 0.066
H 0.679 2.765 -2.762
H -0.452 -3.452 0.778
*
```

Energy relative to the best compared isomer or geometry (same formula, charge and spin) ... 5.302 eV
SMILES ... C#CC[C@H](C)C#C
Frontier orbital gap ... 10.2 eV
E ... -271.3366 hartree

(2)
ORCA calculation (ωB97M-V with the def2-TZVPD basis set) on a cluster of 35 separate species, C7H81N2O35 in total in a non-equilibrium geometry.

The geometry in ORCA input format:
```
! wB97M-V def2-TZVPD RIJCOSX def2/J DEFGRID3
* xyz 1 1
O 0.273 4.599 1.750
C -0.785 3.767 1.112
C -0.887 2.294 1.858
C 0.566 1.495 1.649
C 0.364 0.064 0.874
N 0.288 0.312 -0.630
C 1.364 1.013 -1.430
C 0.816 1.089 -2.974
N -0.524 0.389 -2.924
C -0.898 -0.087 -1.511
H 0.333 5.500 1.308
H -1.847 4.296 1.175
H -0.514 3.587 -0.018
H -0.960 2.514 3.025
H -1.807 1.655 1.488
H 1.249 2.269 1.059
H 1.108 1.347 2.702
H -0.686 -0.397 1.202
H 1.178 -0.759 1.161
H 2.340 1.408 -0.921
H 1.414 1.602 -3.839
H -1.082 0.280 -3.799
H -1.887 -0.647 -1.191
O -2.797 -1.244 1.206
H -2.397 -1.874 1.824
H -3.711 -1.552 1.115
O 1.897 0.145 4.531
H 1.767 0.406 5.455
H 2.789 0.460 4.322
O 3.105 -2.557 3.983
H 2.426 -2.498 3.294
H 2.760 -2.005 4.700
O -1.420 7.430 2.123
H -1.020 6.800 2.741
H -2.334 7.122 2.033
O 4.825 0.946 -0.886
H 4.632 0.033 -1.147
H 5.561 1.204 -1.462
O 2.507 -3.654 1.388
H 3.212 -3.233 0.874
H 2.903 -4.483 1.695
O 1.566 6.324 3.597
H 1.373 5.411 3.336
H 2.301 6.582 3.021
O 4.222 -6.234 1.533
H 4.029 -7.147 1.272
H 4.957 -5.976 0.958
O -1.314 6.939 -1.200
H -1.443 7.200 -0.276
H -0.421 7.254 -1.409
O 5.225 -2.555 0.350
H 5.096 -2.294 1.274
H 6.118 -2.240 0.141
O 6.696 -6.238 2.342
H 5.863 -6.103 2.819
H 7.323 -6.494 3.035
O 0.296 2.159 6.095
H -0.383 2.219 5.406
H -0.049 2.712 6.812
O -2.454 -3.429 -0.519
H -2.011 -2.695 -0.068
H -2.482 -3.151 -1.447
O -3.960 1.520 -2.146
H -4.039 2.080 -2.933
H -3.031 1.243 -2.148
O -2.553 1.853 3.926
H -3.113 1.493 4.630
H -3.128 1.851 3.146
O 4.291 2.246 4.254
H 3.957 2.888 3.610
H 4.625 2.794 4.980
O -3.136 -5.887 -2.136
H -3.470 -5.244 -2.780
H -2.802 -5.338 -1.411
O -2.766 -8.984 -1.184
H -2.629 -8.056 -1.428
H -1.905 -9.399 -1.347
O -0.674 -10.573 -0.143
H -1.507 -10.439 0.333
H -0.047 -10.829 0.550
O -4.071 6.270 0.638
H -4.263 5.357 0.376
H -3.335 6.528 0.062
O 2.078 2.493 -5.631
H 2.822 1.931 -5.895
H 1.521 2.530 -6.422
O 2.545 4.610 -1.647
H 2.817 4.422 -2.558
H 2.302 3.742 -1.292
O 7.466 1.308 -2.303
H 7.907 1.694 -1.532
H 8.068 1.500 -3.038
O 0.538 -4.407 -1.619
H -0.295 -4.272 -1.142
H 1.166 -4.663 -0.926
O -2.958 -2.005 -2.975
H -2.515 -1.271 -2.524
H -2.986 -1.727 -3.903
O -6.087 -5.623 -1.176
H -5.950 -4.695 -1.420
H -5.226 -6.037 -1.339
O -5.962 -2.976 0.621
H -5.563 -3.606 1.239
H -6.876 -3.285 0.531
O -6.859 2.671 -1.946
H -6.938 3.232 -2.733
H -5.931 2.394 -1.948
O 4.050 2.030 -3.528
H 3.490 1.670 -2.823
H 3.475 2.028 -4.308
O -5.744 -1.574 -2.212
H -5.607 -0.646 -2.455
H -4.883 -1.988 -2.375
O -5.057 -5.584 -4.579
H -5.617 -5.944 -3.875
H -5.632 -5.586 -5.359
O 7.331 1.251 0.771
H 7.298 1.315 1.738
H 6.421 1.437 0.494
O 4.110 4.713 -4.034
H 4.815 5.133 -4.548
H 4.506 3.883 -3.727
O -6.553 5.965 2.798
H -6.746 5.052 2.537
H -5.818 6.223 2.223
*
```

Energy relative to the best compared isomer or geometry (same formula, charge and spin) ... 7.721 eV
Frontier orbital gap ... 7.6 eV
E ... -3057.7133 hartree

(3)
ORCA calculation (ωB97M-V with the def2-TZVPD basis set) on a structure of composition C7H8BiCl2N2O3STi in a non-equilibrium geometry.

The geometry in ORCA input format:
```
! wB97M-V def2-TZVPD RIJCOSX def2/J DEFGRID3
* xyz 4 2
Bi -0.544 -0.786 -3.675
Ti -0.082 1.040 -1.624
Cl -1.886 2.157 -2.226
Cl 1.793 0.658 -3.045
C -0.692 -0.524 -0.722
C -0.486 0.994 -5.210
C 0.709 -1.610 -5.765
O -0.915 -1.465 -0.033
O -0.171 1.446 -6.236
O 1.280 -1.292 -6.714
S 0.963 1.924 0.256
C 0.577 1.191 1.812
N -0.675 1.129 2.261
C -1.060 0.555 3.546
C 0.128 0.522 4.488
C 1.347 -0.050 3.796
N 1.570 0.723 2.571
H -1.405 1.454 1.640
H -1.429 -0.467 3.398
H -1.873 1.159 3.963
H -0.091 -0.095 5.363
H 0.355 1.528 4.868
H 1.212 -1.113 3.533
H 2.251 0.056 4.402
H 2.462 0.694 2.090
*
```

Energy relative to the best compared isomer or geometry (same formula, charge and spin) ... 3.543 eV
Frontier orbital gap (spin up / spin down) ... 4.2 / 3.4 eV
E ... -2987.6028 hartree

(4)
ORCA calculation (ωB97M-V with the def2-TZVPD basis set) on the molecule C7H8BrFO in a non-equilibrium geometry.

The geometry in ORCA input format:
```
! wB97M-V def2-TZVPD RIJCOSX def2/J DEFGRID3
* xyz 0 1
C -0.420 0.896 1.785
C 0.611 1.363 1.092
C -0.924 -1.371 0.726
C -0.951 -0.472 1.619
C 1.610 0.435 0.364
C 0.942 -0.298 -0.728
C -0.622 -0.240 -2.386
O 0.292 0.442 -1.566
F 1.453 -1.428 -1.125
Br -2.497 -0.655 3.051
H -1.150 1.617 2.157
H 0.932 2.370 1.342
H -1.286 -2.340 0.309
H 2.485 1.145 0.096
H 2.112 -0.299 1.051
H -0.762 -1.283 -2.007
H -0.282 -0.209 -3.381
H -1.543 0.326 -2.398
*
```

Energy relative to the best compared isomer or geometry (same formula, charge and spin) ... 2.810 eV
Frontier orbital gap (spin up / spin down) ... 7.4 / 7.2 eV
E ... -3020.4565 hartree

(5)
ORCA calculation (ωB97M-V with the def2-TZVPD basis set) on the molecule C7H8BrFS in a non-equilibrium geometry.

The geometry in ORCA input format:
```
! wB97M-V def2-TZVPD RIJCOSX def2/J DEFGRID3
* xyz 0 1
C 0.848 -2.045 1.474
C 0.402 -0.733 1.231
C 0.944 -2.756 0.326
C 0.204 -0.475 -0.098
C 0.827 1.783 -1.079
C -1.584 1.362 -0.085
C -0.266 0.697 -0.809
F -0.931 0.304 -1.957
S 0.640 -1.846 -1.074
Br -2.945 0.021 0.381
H 1.013 -2.325 2.540
H 0.264 -0.054 2.083
H 1.242 -3.830 0.409
H 1.900 1.445 -1.175
H 0.760 2.373 -0.185
H 0.408 2.209 -2.042
H -1.552 1.888 0.860
H -2.174 1.981 -0.801
*
```

Energy relative to the best compared isomer or geometry (same formula, charge and spin) ... 0.000 eV
SMILES ... C[C@](F)(CBr)c1cccs1
Frontier orbital gap ... 9.6 eV
E ... -3343.5577 hartree

(6)
ORCA calculation (ωB97M-V with the def2-TZVPD basis set) on the molecule C7H8BrNO2 in a non-equilibrium geometry.

The geometry in ORCA input format:
```
! wB97M-V def2-TZVPD RIJCOSX def2/J DEFGRID3
* xyz 0 3
C 1.354 1.361 0.000
C 1.177 -1.078 0.121
C 0.018 1.577 0.811
C -1.337 1.806 0.090
C -2.034 0.525 -0.003
C 2.038 0.058 0.135
C 1.719 -2.479 0.118
N -0.180 -1.227 -0.032
O 1.859 2.285 -0.609
O -1.395 -0.610 -0.003
Br 3.884 -0.019 0.030
H -0.121 0.773 1.470
H 0.337 2.517 1.483
H -1.980 2.657 0.396
H -1.054 2.179 -0.848
H -3.178 0.493 0.098
H 1.079 -3.239 0.020
H 2.517 -2.377 0.904
H 2.515 -2.533 -0.663
*
```

Energy relative to the best compared isomer or geometry (same formula, charge and spin) ... 3.998 eV
Frontier orbital gap (spin up / spin down) ... 7.0 / 7.4 eV
E ... -3050.4869 hartree

(7)
ORCA calculation (ωB97M-V with the def2-TZVPD basis set) on the ion C7H8BrO2 with charge -1 in a non-equilibrium geometry.

The geometry in ORCA input format:
```
! wB97M-V def2-TZVPD RIJCOSX def2/J DEFGRID3
* xyz -1 1
C -3.196 -0.617 0.259
C -0.352 0.765 1.379
C -1.997 -0.510 -0.488
C -0.867 -1.328 0.180
C 0.263 -0.379 0.598
C 2.325 0.907 -0.220
C 1.097 0.090 -0.608
O 0.074 1.885 1.512
O -1.835 -0.031 -1.627
Br -4.431 0.807 -0.054
H -1.283 -1.820 1.062
H -0.490 -2.094 -0.505
H 0.919 -0.889 1.319
H 2.033 1.866 0.201
H 2.945 1.090 -1.098
H 2.925 0.378 0.522
H 1.420 -0.794 -1.171
H 0.450 0.675 -1.261
*
```

Energy relative to the best compared isomer or geometry (same formula, charge and spin) ... 5.017 eV
Frontier orbital gap (spin up / spin down) ... 6.6 / 6.8 eV
E ... -2995.9274 hartree

(8)
ORCA calculation (ωB97M-V with the def2-TZVPD basis set) on the molecule C7H8ClF3N2S in a non-equilibrium geometry.

The geometry in ORCA input format:
```
! wB97M-V def2-TZVPD RIJCOSX def2/J DEFGRID3
* xyz 0 1
F 2.459 1.351 4.130
F 0.413 2.139 4.373
F 1.675 3.030 2.856
Cl 0.824 -1.290 4.224
N 0.523 1.141 1.085
S 0.034 -1.405 1.275
C 0.176 0.066 0.414
C 0.626 -0.508 2.675
C 0.840 0.826 2.408
N -0.087 0.222 -0.906
C 1.373 1.844 3.454
C 0.171 -0.599 -3.162
C -2.028 -0.904 -1.949
C -0.499 -0.858 -1.818
H -0.178 1.193 -1.192
H -0.079 0.319 -3.614
H 1.272 -0.580 -3.024
H -0.088 -1.409 -3.832
H -2.354 -1.868 -2.424
H -2.474 -0.835 -0.982
H -2.432 -0.064 -2.539
H -0.168 -1.809 -1.449
*
```

SMILES ... CC(C)Nc1nc(C(F)(F)F)c(Cl)s1
Frontier orbital gap ... 8.8 eV
E ... -1539.0367 hartree

(9)
ORCA calculation (ωB97M-V with the def2-TZVPD basis set) on a structure of composition C7H8F12N2NaO11S5 in a non-equilibrium geometry.

The geometry in ORCA input format:
```
! wB97M-V def2-TZVPD RIJCOSX def2/J DEFGRID3
* xyz -1 1
Na -16.373 -14.296 27.581
C -14.530 -10.712 28.175
F -13.379 -10.174 27.801
F -15.554 -10.315 27.378
F -14.354 -11.989 28.203
S -15.097 -10.140 29.946
O -13.863 -10.208 30.748
O -15.727 -8.853 29.880
N -16.263 -11.389 30.301
S -16.699 -11.012 31.718
O -15.706 -11.468 32.645
O -17.272 -9.635 31.922
C -18.265 -12.144 31.824
F -17.901 -13.350 31.406
F -18.711 -12.172 33.017
F -19.218 -11.538 31.047
C -14.476 -15.929 23.332
F -13.947 -16.012 22.136
F -14.590 -14.598 23.620
F -15.675 -16.474 23.338
S -13.357 -16.852 24.591
O -12.813 -17.995 23.818
O -12.325 -15.924 25.056
N -14.452 -17.057 25.966
S -14.482 -18.548 26.113
O -15.402 -19.220 25.234
O -13.233 -19.268 26.177
C -15.198 -18.768 27.802
F -16.044 -17.797 28.097
F -15.829 -19.981 27.905
F -14.226 -18.748 28.744
O -21.879 -11.855 25.305
S -20.841 -10.963 24.803
O -19.426 -11.383 24.891
O -21.121 -10.582 23.215
C -20.095 -9.913 22.483
C -20.644 -8.512 22.166
C -20.988 -9.302 25.625
H -20.000 -10.534 21.592
H -19.125 -9.932 22.979
H -19.862 -8.047 21.566
H -20.741 -8.154 23.191
H -21.562 -8.509 21.579
H -21.682 -8.663 25.079
H -19.992 -8.865 25.701
H -21.257 -9.460 26.669
*
```

Energy relative to the best compared isomer or geometry (same formula, charge and spin) ... 5.231 eV
Frontier orbital gap ... 7.0 eV
E ... -4560.2547 hartree

(10)
ORCA calculation (ωB97M-V with the def2-TZVPD basis set) on a cluster of 2 separate species, C7H8F2N2 in total in a non-equilibrium geometry.

The geometry in ORCA input format:
```
! wB97M-V def2-TZVPD RIJCOSX def2/J DEFGRID3
* xyz 0 1
C 0.578 -1.884 -0.885
C 1.446 -1.081 -0.162
C -0.657 -2.226 -0.316
C 1.078 -0.597 1.069
C -1.089 -1.657 0.877
C -0.203 -0.815 1.549
C 0.248 1.960 -1.131
N -1.133 3.058 0.530
N -0.609 2.051 -0.152
F 0.858 3.028 -1.784
F 0.338 0.767 -1.706
H 0.801 -2.182 -1.889
H 2.325 -0.745 -0.619
H -1.338 -2.797 -0.816
H 1.727 0.150 1.639
H -2.133 -1.846 1.188
H -0.496 -0.283 2.431
H -0.917 3.978 0.002
H -0.825 1.123 0.176
*
```

Energy relative to the best compared isomer or geometry (same formula, charge and spin) ... 2.259 eV
Frontier orbital gap ... 8.5 eV
E ... -580.6463 hartree

(11)
ORCA calculation (ωB97M-V with the def2-TZVPD basis set) on the ion C7H8F2OP with charge +1 in a non-equilibrium geometry.

The geometry in ORCA input format:
```
! wB97M-V def2-TZVPD RIJCOSX def2/J DEFGRID3
* xyz 1 1
C 3.139 -0.009 -0.116
C 2.417 0.216 -1.339
C 2.489 -0.460 1.013
C 1.036 0.054 -1.354
C 1.118 -0.581 1.054
C 0.404 -0.392 -0.192
C -3.497 1.120 0.611
O -2.150 0.755 0.354
F -1.835 -1.826 0.453
F -1.891 -0.583 -1.619
P -1.360 -0.455 -0.171
H 4.243 -0.009 -0.087
H 2.985 0.209 -2.281
H 3.103 -0.686 1.860
H 0.627 0.230 -2.358
H 0.654 -1.159 1.994
H -3.386 2.142 0.802
H -3.885 0.522 1.431
H -4.214 0.912 -0.055
*
```

Energy relative to the best compared isomer or geometry (same formula, charge and spin) ... 0.000 eV
Frontier orbital gap ... 9.8 eV
E ... -887.6560 hartree

(12)
ORCA calculation (ωB97M-V with the def2-TZVPD basis set) on the molecule C7H8FNOS in a non-equilibrium geometry.

The geometry in ORCA input format:
```
! wB97M-V def2-TZVPD RIJCOSX def2/J DEFGRID3
* xyz 0 1
C 1.497 1.661 0.222
C 2.110 0.451 0.735
C 0.386 1.511 -0.521
C 1.688 -0.811 0.452
C -0.311 0.220 -0.638
C 0.478 -1.039 -0.183
C -2.420 0.979 0.135
N 0.443 -3.745 0.169
O -1.385 0.042 0.260
F -2.971 0.991 -1.119
S -0.291 -2.541 -0.544
H 2.071 2.516 0.289
H 2.982 0.573 1.370
H 0.095 2.343 -1.226
H 2.267 -1.670 0.858
H -0.893 0.258 -1.668
H -2.076 1.993 0.293
H -3.336 0.754 0.841
H -0.333 -4.485 0.274
*
```

Energy relative to the best compared isomer or geometry (same formula, charge and spin) ... 1.078 eV
Frontier orbital gap (spin up / spin down) ... 7.1 / 7.0 eV
E ... -899.4384 hartree